Computed, not measured: a 7-piece molecular cluster, C38H37F5O6 overall, with ωB97M-V/def2-TZVPD.

```
86
Properties=species:S:1:pos:R:3:forces:R:3
C -20.901 27.091 21.657 1.313 -0.794 0.508
C -20.199 25.993 20.884 -1.023 0.410 -1.833
C -20.448 26.179 19.355 0.248 0.478 -0.067
O -19.200 25.759 18.793 -0.611 -0.201 -0.776
C -18.240 25.868 19.699 0.188 0.481 0.809
O -17.074 25.819 19.479 -0.009 -0.210 0.128
O -18.788 26.108 20.937 0.612 -0.127 -0.133
H -20.569 28.058 21.285 -0.431 0.067 -0.275
H -20.503 27.045 22.675 -0.592 -0.029 0.178
H -21.966 26.890 21.592 -0.134 0.423 0.214
H -20.489 24.980 21.171 -0.020 0.092 0.289
H -20.589 27.230 19.077 0.253 0.151 0.414
H -21.279 25.706 18.832 0.158 -0.752 0.515
C -18.097 20.386 13.276 -1.348 -0.705 0.753
C -18.235 21.234 12.045 0.351 0.182 -0.679
C -18.497 22.758 12.192 0.077 -1.135 0.266
O -17.613 23.337 11.237 -0.218 0.126 -0.245
C -16.926 22.338 10.585 -0.462 1.193 0.583
O -16.373 22.477 9.551 0.467 0.105 -0.302
O -16.991 21.248 11.324 0.560 -1.337 0.118
H -19.096 20.069 13.601 -0.168 0.373 -0.140
H -17.682 20.843 14.174 0.540 0.270 -0.393
H -17.657 19.406 13.091 0.561 0.309 -0.289
H -18.910 20.783 11.312 -0.421 -0.045 0.447
H -18.274 23.011 13.230 0.206 0.613 -0.180
H -19.516 23.029 11.933 -0.077 0.055 0.113
F -18.852 22.960 18.314 0.258 0.089 0.109
C -19.194 21.671 18.169 -0.067 0.027 0.000
C -20.041 21.098 19.086 -0.733 -0.752 1.140
C -20.518 19.817 18.870 0.850 0.330 -0.841
C -20.101 19.150 17.720 -0.455 -1.468 0.350
C -19.155 19.647 16.844 -0.585 1.604 0.773
C -18.717 20.966 17.090 0.115 -0.618 -0.989
H -20.359 21.488 20.047 0.336 0.878 -0.300
H -21.161 19.369 19.613 -0.100 -0.162 -0.149
H -20.527 18.162 17.566 0.174 -0.021 -0.172
H -18.882 19.121 15.943 0.229 -0.071 0.062
H -18.054 21.456 16.389 0.096 0.065 0.130
F -13.559 17.408 20.800 -0.126 -0.133 -0.054
C -14.600 18.259 20.732 -0.808 0.309 0.396
C -14.669 19.264 21.702 2.076 -1.283 -1.379
C -15.614 20.241 21.588 -0.195 1.068 0.002
C -16.551 20.158 20.578 -0.510 -0.509 -1.310
C -16.528 19.107 19.645 0.135 0.297 1.031
C -15.549 18.120 19.737 -0.315 -0.115 0.038
H -13.717 19.285 22.226 -0.531 0.494 0.825
H -15.525 21.154 22.165 -0.233 -0.203 0.275
H -17.297 20.912 20.358 0.110 0.248 0.521
H -17.297 19.117 18.886 0.106 -0.287 -0.140
H -15.561 17.242 19.104 0.233 0.152 -0.213
F -12.819 19.879 17.327 0.225 0.146 0.204
C -13.614 20.881 16.922 -1.245 0.150 -0.258
C -14.592 21.396 17.776 1.399 -0.195 0.027
C -15.388 22.400 17.292 -1.422 0.506 -0.200
C -15.391 22.798 15.951 0.763 -0.324 0.280
C -14.516 22.156 15.086 0.443 0.620 0.312
C -13.573 21.263 15.594 -0.116 -0.793 -0.286
H -14.621 21.102 18.817 -0.094 -0.135 -0.045
H -16.145 22.816 17.950 0.226 0.221 0.084
H -15.939 23.662 15.603 -0.408 -0.202 0.092
H -14.508 22.462 14.047 0.169 -0.209 -0.062
H -12.874 20.725 14.965 0.022 0.232 -0.150
F -21.267 19.494 12.683 0.119 0.234 -0.372
C -22.151 19.740 13.660 -0.335 -0.219 1.400
C -22.000 19.047 14.862 -0.456 0.385 -0.102
C -22.969 19.235 15.855 0.372 -0.124 -0.982
C -24.029 20.109 15.639 -0.059 -0.260 1.311
C -24.128 20.856 14.491 0.334 -0.502 -0.820
C -23.178 20.650 13.499 0.191 0.395 -0.775
H -21.136 18.413 15.002 -0.116 -0.189 -0.027
H -22.945 18.640 16.756 0.153 0.132 0.107
H -24.715 20.193 16.472 -0.305 0.183 -0.311
H -24.952 21.497 14.213 -0.070 0.170 0.548
H -23.254 21.239 12.593 0.108 -0.228 -0.122
F -23.598 24.959 20.558 0.152 -0.162 -0.062
C -24.157 23.919 19.894 -0.211 -0.312 -0.207
C -23.489 22.708 19.809 0.961 0.043 -0.619
C -24.075 21.639 19.159 -1.090 0.354 -0.455
C -25.365 21.805 18.620 -0.303 -0.564 -0.480
C -26.006 23.010 18.662 0.737 1.944 0.608
C -25.379 24.098 19.300 -0.796 -0.269 0.852
H -22.428 22.664 20.027 -0.137 -0.038 0.528
H -23.537 20.719 18.979 0.097 -0.037 0.193
H -25.954 21.062 18.093 0.654 -0.544 0.163
H -26.945 23.243 18.180 -0.172 -0.541 0.059
H -25.936 24.989 19.568 0.128 0.198 -0.559
```
Positions in Å, forces in eV/Å.

Output
**E**: -65877.4099 eV
**SMILES**: C[C@H]1COC(=O)O1.C[C@H]1COC(=O)O1.Fc1ccccc1.Fc1ccccc1.Fc1ccccc1.Fc1ccccc1.Fc1ccccc1

---

Computed, not measured: C38H38AsCaN5O11P2 as an isolated structure, with ωB97M-V/def2-TZVPD.

```
96
Properties=species:S:1:pos:R:3:forces:R:3
Ca -0.924 -0.737 0.778 -0.415 -0.163 -0.108
C -4.306 2.368 2.108 -0.009 -0.054 -0.037
C -3.567 1.278 1.633 -0.034 0.050 -0.018
N -2.260 1.193 1.744 -0.086 -0.076 0.144
C -1.604 2.198 2.355 0.355 -0.084 -0.099
C -2.244 3.341 2.843 0.109 0.076 0.035
C -3.639 3.403 2.707 -0.010 0.073 0.051
C -1.460 4.386 3.448 -0.163 -0.058 -0.032
C -0.124 4.274 3.559 0.167 -0.087 -0.028
C 0.566 3.101 3.091 -0.052 0.098 0.028
C 1.955 2.924 3.207 -0.034 0.134 0.029
C 2.526 1.767 2.758 0.014 -0.109 -0.084
C 1.704 0.790 2.179 0.087 0.055 0.101
N 0.403 0.936 2.045 0.235 -0.063 -0.040
C -0.161 2.072 2.493 -0.426 -0.026 -0.054
H -5.381 2.383 1.995 -0.010 -0.013 -0.011
H -4.064 0.451 1.139 -0.010 -0.033 0.003
H -4.175 4.268 3.078 0.003 0.013 0.000
H -1.969 5.270 3.812 -0.027 0.007 -0.014
H 0.457 5.071 4.006 0.028 -0.006 0.002
H 2.558 3.710 3.646 -0.004 -0.006 0.010
H 3.591 1.598 2.834 -0.006 -0.016 -0.004
H 2.122 -0.148 1.830 0.010 0.013 -0.017
O -1.864 0.968 -1.270 -0.683 0.385 0.096
C -2.606 0.448 -2.329 -0.107 0.146 0.093
C -2.949 -1.016 -2.180 0.064 -0.010 -0.136
C -3.674 -1.639 -3.196 0.006 -0.027 -0.002
C -3.895 -2.997 -3.133 0.010 -0.037 0.033
C -3.386 -3.702 -2.048 -0.044 0.079 -0.069
C -2.711 -2.997 -1.073 -0.002 -0.075 0.132
N -2.489 -1.677 -1.122 -0.147 -0.152 -0.120
H -0.973 0.559 -1.325 0.313 -0.118 -0.085
H -2.075 0.561 -3.285 -0.033 0.001 0.005
H -3.531 1.029 -2.413 0.019 -0.049 0.001
H -4.034 -1.053 -4.032 0.003 0.030 -0.007
H -4.446 -3.503 -3.916 -0.001 -0.011 -0.002
H -3.519 -4.770 -1.958 0.009 -0.026 0.023
H -2.332 -3.500 -0.191 0.007 0.013 0.005
N -0.928 -2.704 5.418 0.051 0.156 0.072
C -0.990 -3.259 4.008 0.029 0.141 -0.221
C -1.116 -4.776 4.027 0.024 -0.011 0.092
P -2.513 -2.412 3.291 0.089 0.032 0.306
O -3.682 -3.488 3.602 -0.040 -0.011 -0.043
O -2.672 -1.224 4.179 0.002 -0.044 0.037
O -2.425 -2.282 1.806 0.154 0.181 -0.181
P 0.656 -2.680 3.263 -0.035 0.077 -0.164
O 1.559 -4.020 3.255 -0.043 -0.061 -0.054
O 1.184 -1.751 4.300 -0.018 -0.045 0.081
O 0.498 -2.265 1.829 -0.129 0.052 0.064
H -1.665 -1.958 5.449 0.078 -0.108 -0.016
H 0.010 -2.229 5.484 -0.119 -0.093 -0.032
H -1.064 -3.419 6.126 -0.004 0.053 0.033
H -2.031 -5.080 4.536 0.014 -0.030 0.005
H -0.245 -5.235 4.496 -0.024 -0.024 0.002
H -1.171 -5.148 3.005 -0.001 0.010 -0.024
H -4.110 -3.751 2.779 0.034 -0.024 0.056
H 1.665 -4.335 2.349 0.002 -0.007 0.047
O 0.187 -0.502 -1.162 0.789 -0.020 -0.167
As 1.462 0.130 -2.117 0.167 0.252 0.204
C 3.029 -0.840 -1.582 -0.128 -0.157 0.052
C 4.295 -0.415 -1.968 -0.011 -0.009 -0.034
C 5.414 -1.101 -1.516 -0.013 0.009 -0.007
C 5.266 -2.202 -0.684 0.017 -0.008 -0.005
C 4.000 -2.621 -0.299 -0.025 -0.021 0.020
C 2.876 -1.941 -0.745 0.051 0.032 0.021
C 1.974 1.893 -2.163 -0.107 -0.009 0.141
C 2.594 2.399 -0.907 0.090 0.024 0.078
C 2.953 4.622 -1.075 0.037 0.074 -0.011
C 2.329 4.960 -2.416 0.047 0.033 0.014
C 1.427 4.190 -3.004 -0.023 -0.111 -0.033
C 0.892 2.913 -2.381 -0.171 0.097 -0.068
C 0.899 -0.323 -3.893 -0.038 -0.051 0.027
C 1.425 0.355 -4.987 -0.034 -0.049 0.003
C 0.974 0.041 -6.261 0.000 0.022 -0.060
C 0.006 -0.938 -6.439 0.012 0.009 -0.012
C -0.519 -1.610 -5.343 -0.005 -0.023 0.050
C -0.073 -1.302 -4.065 0.029 -0.031 -0.061
H 4.397 0.456 -2.603 0.005 0.011 0.013
H 6.402 -0.772 -1.808 0.013 0.011 -0.010
H 6.141 -2.730 -0.330 0.010 -0.013 0.007
H 3.891 -3.472 0.361 0.000 -0.002 0.009
H 1.886 -2.238 -0.421 0.019 -0.002 -0.012
H 3.018 1.644 -0.245 -0.036 0.022 -0.021
H 3.658 5.391 -0.758 -0.032 -0.025 -0.012
H 2.690 5.856 -2.907 -0.010 0.009 -0.009
H 1.055 4.455 -3.988 -0.008 0.004 -0.018
H 0.022 2.558 -2.939 0.055 -0.021 0.020
H 2.169 1.125 -4.823 0.000 -0.004 -0.027
H 1.376 0.565 -7.120 0.001 0.001 -0.002
H -0.342 -1.179 -7.435 0.001 0.005 -0.016
H -1.277 -2.371 -5.482 0.003 0.002 0.004
H -0.478 -1.804 -3.193 0.007 -0.003 -0.037
O 3.618 3.389 -1.088 0.007 -0.071 -0.027
N 1.489 3.155 -0.155 0.044 -0.114 0.048
O 1.999 4.476 -0.036 -0.007 0.027 0.068
O 0.391 3.191 -1.042 0.041 -0.020 -0.015
```
Positions in Å, forces in eV/Å.

Output
**E**: -167857.8317 eV
**Energy relative to the best compared isomer or geometry (same formula, charge and spin)**: 52.29 kcal/mol

---

Computed, not measured: C38H38CdN6O5 as an isolated structure, with ωB97M-V/def2-TZVPD.

```
88
Properties=species:S:1:pos:R:3:forces:R:3
Cd 0.761 -0.386 -0.377 -2.084 -0.680 -1.356
C 0.730 -3.455 6.262 0.069 0.050 -0.045
C 0.566 -3.179 4.797 0.052 -0.574 0.050
C 0.464 -4.164 3.861 -0.199 0.326 0.185
C 0.134 -3.839 2.519 0.341 0.328 -0.294
C -0.346 -4.897 1.746 -0.603 0.074 -0.276
N -1.309 -4.849 0.828 0.786 -0.378 0.357
C -2.143 -3.701 0.572 -0.315 0.685 -0.036
C -2.867 -3.211 1.840 -0.131 0.164 -0.224
C -4.096 -2.344 1.549 -0.035 -0.367 0.382
N -3.754 -1.209 0.729 0.209 -0.209 -0.293
C -4.965 0.164 -1.046 0.179 0.246 0.165
C -3.893 0.454 -2.058 0.214 0.048 0.185
C -4.239 0.260 -3.393 0.204 0.015 -0.097
C -3.447 0.686 -4.448 0.014 0.025 0.050
C -3.919 0.648 -5.871 0.043 -0.037 0.017
C -2.207 1.222 -4.141 -0.046 -0.132 0.313
C -1.797 1.352 -2.820 -0.567 -0.254 0.235
C -0.478 1.910 -2.568 0.332 0.219 -0.153
N 0.424 1.397 -1.843 -0.537 -0.130 -0.385
C 1.595 2.218 -1.633 0.326 0.609 0.065
C 1.340 3.090 -0.392 0.154 -0.247 0.096
C 1.797 2.399 0.882 -0.099 0.363 -0.172
N 1.240 1.062 1.085 0.052 1.349 1.084
C 1.920 0.407 2.218 0.170 0.017 0.399
C 0.355 -1.450 3.050 -0.341 0.134 0.264
C 0.475 -1.842 4.363 -0.189 -0.002 -0.643
C 0.252 -2.466 2.039 0.053 -0.457 -0.157
O 0.297 -2.260 0.790 0.062 -0.169 0.489
C -2.675 1.069 -1.756 -0.151 -0.085 -0.490
O -2.349 1.544 -0.524 -0.187 -0.106 -0.051
H 0.695 -4.520 6.478 0.003 -0.041 0.021
H -0.063 -2.958 6.821 -0.013 -0.041 0.107
H 1.681 -3.061 6.617 0.084 -0.005 0.124
H 0.500 -5.208 4.141 -0.002 -0.119 0.123
H -0.018 -5.899 2.002 -0.023 -0.069 -0.032
H -1.554 -5.708 0.362 0.105 0.016 0.089
H -2.876 -3.974 -0.188 0.044 -0.104 -0.017
H -1.492 -2.909 0.182 -0.226 -0.204 -0.024
H -2.180 -2.641 2.465 -0.081 0.001 0.066
H -3.196 -4.077 2.423 0.025 0.024 0.004
H -4.536 -2.055 2.512 -0.010 -0.042 -0.195
H -4.846 -2.919 0.993 0.022 0.031 0.065
H -2.269 -1.168 -0.147 -0.001 -0.086 0.087
H -5.620 1.043 -1.044 -0.065 -0.097 0.056
H -5.195 -0.195 -3.618 -0.138 -0.006 0.025
H -4.896 0.179 -5.952 -0.059 -0.036 -0.040
H -3.217 0.104 -6.500 0.012 -0.056 -0.108
H -3.992 1.665 -6.258 -0.053 -0.026 -0.074
H -1.542 1.532 -4.934 0.113 0.076 -0.128
H -0.279 2.856 -3.093 0.154 -0.058 0.101
H 1.769 2.860 -2.509 0.051 -0.172 0.125
H 2.457 1.566 -1.468 0.037 0.115 -0.117
H 0.272 3.316 -0.322 0.077 0.071 -0.050
H 1.891 4.027 -0.481 -0.016 0.035 -0.001
H 1.534 3.026 1.746 0.094 -0.180 0.052
H 2.887 2.270 0.848 -0.123 0.010 0.018
H 2.382 1.180 2.853 -0.110 -0.151 -0.202
H 0.541 -1.075 5.123 0.011 0.158 0.059
O -2.692 0.985 3.421 -0.087 -0.180 0.075
C -3.653 0.473 2.659 -0.325 0.041 0.945
C -4.867 0.264 3.243 0.454 0.044 0.142
C -6.027 -0.026 2.488 -0.125 -0.004 -0.523
C -5.970 -0.139 1.149 -0.192 -0.184 0.342
C -4.693 -0.151 0.420 -0.396 0.037 -0.386
C -3.420 0.128 1.233 0.632 0.218 -0.263
C -2.066 0.583 0.565 0.316 -0.087 -0.352
O -1.503 -0.544 -0.073 -0.161 0.519 0.236
N -1.253 1.310 1.452 -1.007 0.803 0.199
N -0.018 1.044 1.895 0.950 -0.648 0.305
C 0.545 0.041 2.843 0.213 0.277 0.308
C 2.948 -0.650 1.933 -0.066 0.216 -0.198
C 3.657 -1.075 3.051 0.079 -0.139 -0.082
C 4.705 -1.965 2.962 0.041 0.012 0.244
C 5.062 -2.446 1.711 0.021 -0.022 -0.101
C 4.363 -2.053 0.592 -0.079 -0.050 -0.113
C 3.283 -1.145 0.648 0.546 -0.092 0.356
O 2.718 -0.776 -0.480 1.723 -0.483 -0.451
H -1.940 1.271 2.754 -0.108 0.045 -0.542
H -4.944 0.475 4.298 0.012 0.053 0.080
H -6.975 -0.074 3.002 -0.157 -0.005 -0.008
H -6.868 -0.244 0.559 -0.134 0.015 -0.064
H -5.563 -0.674 -1.423 -0.026 0.089 0.030
H 0.408 0.481 3.840 0.076 -0.259 -0.111
H 3.373 -0.678 4.016 0.020 0.079 0.128
H 5.252 -2.247 3.847 0.064 -0.099 0.095
H 5.903 -3.118 1.608 0.023 -0.083 -0.017
H 4.633 -2.428 -0.385 0.008 0.018 -0.069
```
Positions in Å, forces in eV/Å.

Output
**E**: -63759.3570 eV
**Energy relative to the best compared isomer or geometry (same formula, charge and spin)**: 113.50 kcal/mol

---

Computed E_HOMO (eV) in order:
-9.09, -7.01, -6.77
Computed Kohn-Sham gap (Ha) in order:
0.346, 0.269, 0.233
Computed strongest force on any atom (eV/A) in order:
2.8, 0.8, 2.6